(w)
Computed, not measured: C26H24N7SSiY as an isolated structure, with ωB97M-V/def2-TZVPD.

CARTESIAN COORDINATES (ANGSTROEM)
Y1 0.428 -0.611 -0.765
C1 3.742 0.110 -3.982
C2 2.670 -0.385 -3.248
N1 2.249 0.236 -2.144
C3 2.896 1.352 -1.754
C4 3.968 1.817 -2.507
N2 4.383 1.205 -3.608
C5 2.419 2.011 -0.508
C6 2.976 3.177 -0.021
C7 2.505 3.733 1.170
C8 1.464 3.067 1.821
C9 0.927 1.922 1.266
N3 1.399 1.393 0.121
C10 -0.175 1.164 1.914
C11 -0.960 1.685 2.935
N4 -1.908 0.968 3.527
C12 -2.093 -0.272 3.104
C13 -1.363 -0.797 2.043
N5 -0.414 -0.074 1.446
C14 3.089 4.968 1.723
C15 4.419 5.303 1.488
C16 4.916 6.478 2.035
N6 4.186 7.313 2.765
C17 2.916 6.993 2.983
C18 2.323 5.838 2.495
H1 4.079 -0.396 -4.878
H2 2.153 -1.287 -3.553
H3 4.515 2.705 -2.221
H4 3.764 3.677 -0.563
H5 1.108 3.430 2.773
H6 -0.835 2.702 3.281
H7 -2.848 -0.866 3.602
H8 -1.537 -1.798 1.668
H9 5.089 4.661 0.932
H10 5.952 6.753 1.877
H11 2.336 7.692 3.574
H12 1.273 5.666 2.690
C19 -4.055 -5.682 -2.335
Si1 -3.069 -5.118 -0.857
C20 -1.477 -6.074 -0.745
C21 -4.046 -5.276 0.725
C22 -2.853 -3.213 -1.101
C23 -4.046 -2.521 -1.310
C24 -4.104 -1.144 -1.515
C25 -2.922 -0.450 -1.514
N7 -1.749 -1.078 -1.316
C26 -1.700 -2.418 -1.108
S1 -0.068 -3.116 -0.810
H13 -4.260 -6.751 -2.246
H14 -3.501 -5.532 -3.263
H15 -5.018 -5.180 -2.435
H16 -1.757 -7.129 -0.666
H17 -0.881 -5.825 0.131
H18 -0.851 -5.968 -1.631
H19 -4.287 -6.324 0.910
H20 -4.990 -4.728 0.694
H21 -3.476 -4.918 1.585
H22 -4.980 -3.073 -1.318
H23 -5.042 -0.636 -1.679
H24 -2.881 0.620 -1.678

LUMO level: -0.26990 Eh
E_HOMO: -14.14 eV
Net charge: +2
Orbital gap: 6.799 eV



(x)
Computed, not measured: C26H24N7SSiY as an isolated structure, with ωB97M-V/def2-TZVPD.

CARTESIAN COORDINATES (ANGSTROEM)
Y1 -0.416 0.114 -0.008
C1 0.181 -0.004 4.575
C2 -0.370 -0.001 3.300
N1 0.413 -0.015 2.221
C3 1.749 -0.031 2.394
C4 2.269 -0.032 3.679
N2 1.493 -0.019 4.758
C5 2.590 -0.038 1.159
C6 3.968 -0.050 1.190
C7 4.704 -0.054 0.000
C8 3.972 -0.049 -1.192
C9 2.594 -0.036 -1.166
N3 1.911 -0.026 -0.005
C10 1.757 -0.027 -2.404
C11 2.283 -0.026 -3.687
N4 1.511 -0.012 -4.769
C12 0.198 0.003 -4.592
C13 -0.358 0.004 -3.320
N5 0.421 -0.012 -2.237
C14 6.189 -0.062 0.003
C15 6.917 -0.068 -1.183
C16 8.302 -0.074 -1.127
N6 8.994 -0.074 0.009
C17 8.298 -0.068 1.142
C18 6.912 -0.062 1.192
H1 -0.452 0.010 5.453
H2 -1.442 0.024 3.145
H3 3.336 -0.040 3.857
H4 4.477 -0.057 2.139
H5 4.485 -0.054 -2.139
H6 3.350 -0.035 -3.861
H7 -0.430 0.017 -5.473
H8 -1.430 0.028 -3.169
H9 6.450 -0.068 -2.157
H10 8.881 -0.078 -2.043
H11 8.873 -0.067 2.060
H12 6.441 -0.056 2.164
C19 -5.735 1.954 1.543
Si1 -5.918 0.932 0.006
C20 -7.532 0.018 0.022
C21 -5.759 1.940 -1.543
C22 -4.548 -0.419 0.001
C23 -4.898 -1.766 0.002
C24 -3.950 -2.794 0.000
C25 -2.630 -2.448 -0.003
N7 -2.241 -1.153 -0.003
C26 -3.169 -0.154 -0.002
S1 -2.532 1.522 -0.002
H13 -6.593 2.627 1.619
H14 -4.833 2.566 1.541
H15 -5.732 1.327 2.438
H16 -8.348 0.746 0.025
H17 -7.655 -0.601 0.914
H18 -7.668 -0.610 -0.861
H19 -6.619 2.612 -1.612
H20 -5.769 1.306 -2.433
H21 -4.858 2.553 -1.560
H22 -5.948 -2.034 0.005
H23 -4.242 -3.834 0.000
H24 -1.844 -3.192 -0.004

LUMO level: -0.27153 Eh
E_HOMO: -14.15 eV
Net charge: +2
Orbital gap: 6.761 eV



Which of them is least stable? Easy: (w).



(w)
Computed, not measured: one molecule with the formula C3H5FN2, with ωB97M-V/def2-TZVPD.

CARTESIAN COORDINATES (ANGSTROEM)
C1 2.592 -0.144 -0.035
N1 1.401 -0.569 -0.070
N2 0.391 0.451 -0.167
C2 -0.684 -0.211 0.024
C3 -2.012 0.434 0.028
F1 -2.977 -0.610 -0.153
H1 3.258 -0.948 -0.055
H2 2.942 0.851 -0.068
H3 -0.747 -1.316 0.228
H4 -2.143 0.838 1.047
H5 -2.021 1.224 -0.779

SMILES: C=N/N=C/CF
LUMO level: 0.02822 Eh
E_HOMO: -9.94 eV
Orbital gap: 10.711 eV



(x)
Computed, not measured: one molecule with the formula C3H5FN2, with ωB97M-V/def2-TZVPD.

CARTESIAN COORDINATES (ANGSTROEM)
N1 -1.999 -0.325 2.373
C1 -1.267 0.055 1.589
C2 -0.270 0.458 0.619
N2 0.921 -0.290 0.377
C3 -1.097 0.573 -0.731
F1 -0.892 2.002 -1.072
H1 -0.007 1.500 0.933
H2 1.207 -0.718 1.295
H3 0.719 -1.032 -0.337
H4 -2.151 0.481 -0.715
H5 -0.543 -0.036 -1.448

SMILES: N#C[C@@H](N)CF
LUMO level: 0.02743 Eh
E_HOMO: -10.77 eV
Orbital gap: 11.518 eV



Which of them is least stable? Easy: (w).



(w)
Computed, not measured: an isolated ion of composition C5H12NO and charge +1, with ωB97M-V/def2-TZVPD.

CARTESIAN COORDINATES (ANGSTROEM)
C1 2.725 -0.245 0.129
N1 1.465 -0.110 0.217
C2 0.630 -1.260 -0.167
C3 -0.731 -0.986 0.522
C4 -1.305 0.417 0.720
C5 -1.581 1.204 -0.520
O1 -0.213 1.803 -0.917
H1 2.975 -1.166 -0.490
H2 3.475 0.381 0.586
H3 1.134 0.910 0.344
H4 1.025 -2.236 0.234
H5 0.530 -1.286 -1.236
H6 -0.564 -1.463 1.464
H7 -1.519 -1.717 0.389
H8 -2.354 0.241 1.053
H9 -0.959 1.084 1.446
H10 -2.368 1.959 -0.414
H11 -1.833 0.632 -1.456
H12 -0.531 1.840 -1.904

SMILES: C=[NH+]CCCCO
LUMO level: -0.18131 Eh
E_HOMO: -14.46 eV
Net charge: +1
Orbital gap: 9.528 eV



(x)
Computed, not measured: an isolated ion of composition C5H12NO and charge +1, with ωB97M-V/def2-TZVPD.

CARTESIAN COORDINATES (ANGSTROEM)
C1 1.816 -0.853 0.019
C2 0.628 -0.280 0.158
O1 0.141 0.448 1.101
C3 0.899 1.032 2.123
N1 -0.418 -0.317 -1.113
C4 -1.566 -1.279 -0.693
C5 -0.820 1.133 -1.378
H1 2.487 -0.930 0.950
H2 2.159 -1.638 -0.635
H3 0.086 1.666 2.735
H4 1.707 1.655 1.630
H5 1.323 0.400 2.873
H6 0.013 -0.778 -1.849
H7 -1.946 -0.938 0.302
H8 -2.409 -1.439 -1.457
H9 -1.259 -2.248 -0.488
H10 -1.105 1.535 -0.441
H11 0.000 1.664 -1.861
H12 -1.736 1.166 -1.976

SMILES: C=C(OC)[NH+](C)C
LUMO level: -0.10384 Eh
E_HOMO: -13.82 eV
Net charge: +1
Orbital gap: 10.994 eV



Which of them is least stable? Easy: (w).



(w)
Computed, not measured: one molecule with the formula C5H5F2N, with ωB97M-V/def2-TZVPD.

CARTESIAN COORDINATES (ANGSTROEM)
F1 2.030 0.076 -1.045
C1 1.224 -0.011 0.020
F2 1.975 0.048 1.137
C2 0.394 -1.287 0.057
C3 -0.937 -1.155 0.024
C4 -1.639 0.188 0.051
N1 -1.129 1.347 0.126
C5 0.317 1.304 -0.111
H1 0.985 -2.282 0.216
H2 -1.415 -2.112 0.004
H3 -2.747 0.231 0.232
H4 0.743 2.045 0.534
H5 0.196 1.607 -1.244

SMILES: FC1(F)C=CC=NC1
LUMO level: 0.00621 Eh
E_HOMO: -10.27 eV
Orbital gap: 10.436 eV



(x)
Computed, not measured: one molecule with the formula C5H5F2N, with ωB97M-V/def2-TZVPD.

CARTESIAN COORDINATES (ANGSTROEM)
C1 -2.759 0.201 0.208
N1 -1.499 0.020 -0.521
C2 -0.415 -0.478 -0.336
C3 0.770 -1.061 -0.360
C4 1.965 -0.414 -0.004
F1 3.001 -1.173 0.249
C5 2.203 0.919 0.021
F2 3.388 1.570 0.295
H1 -2.533 1.260 0.510
H2 -3.616 -0.003 -0.488
H3 -2.709 -0.454 1.162
H4 0.692 -2.193 -0.435
H5 1.513 1.805 -0.301

SMILES: CN=C=C/C(F)=C/F
LUMO level: 0.01939 Eh
E_HOMO: -7.89 eV
Orbital gap: 8.420 eV



Which of them is least stable? Easy: (x).



(w)
Computed, not measured: C5H9N as an isolated structure, with ωB97M-V/def2-TZVPD.

CARTESIAN COORDINATES (ANGSTROEM)
C1 1.953 0.562 0.280
C2 0.797 -0.452 -0.068
C3 -0.547 0.229 -0.339
C4 -1.140 -0.110 -1.557
C5 -1.734 0.033 1.236
N1 -0.912 1.057 0.737
H1 1.739 0.825 1.306
H2 1.973 1.338 -0.487
H3 2.872 -0.016 0.130
H4 1.125 -1.064 -0.925
H5 0.784 -1.140 0.780
H6 -0.491 -0.471 -2.345
H7 -2.200 -0.189 -1.759
H8 -1.429 -0.606 2.075
H9 -2.791 0.005 0.936

LUMO level (alpha / beta): 0.16434 / 0.16416 Eh
E_HOMO (alpha / beta): -1.28 / -1.74 eV
Net charge: -1
Expectation value of S²: 0.76
Spin multiplicity: 2
Orbital gap (alpha / beta): 5.754 / 6.206 eV



(x)
Computed, not measured: an isolated ion of composition C5H9N and charge -1, with ωB97M-V/def2-TZVPD.

CARTESIAN COORDINATES (ANGSTROEM)
N1 1.069 -0.861 1.372
C1 0.269 0.124 0.802
C2 -0.401 0.320 -0.324
C3 0.003 -0.365 -1.571
C4 -0.907 -0.562 -2.513
C5 -0.132 1.226 1.830
H1 1.794 -0.581 2.093
H2 1.454 -1.599 0.842
H3 -1.237 0.917 -0.376
H4 1.085 -0.521 -1.726
H5 -0.963 -1.407 -3.278
H6 -1.855 -0.007 -2.576
H7 -0.185 2.269 1.284
H8 0.582 1.403 2.676
H9 -1.150 1.089 2.104

LUMO level (alpha / beta): 0.15924 / 0.15180 Eh
E_HOMO (alpha / beta): 1.23 / -2.29 eV
Net charge: -1
Expectation value of S²: 0.77
Spin multiplicity: 2
Orbital gap (alpha / beta): 3.099 / 6.424 eV



Which of them is least stable? Easy: (w).



(w)
Computed, not measured: one molecule with the formula CN4O2, with ωB97M-V/def2-TZVPD.

CARTESIAN COORDINATES (ANGSTROEM)
O1 -1.445 1.183 0.385
N1 -1.575 0.025 0.525
N2 -1.060 -0.999 0.175
C1 0.229 -0.763 -0.560
N3 0.717 0.462 -1.141
N4 1.227 0.058 -0.067
O2 1.989 0.330 0.813

SMILES: O=N/N=c1\n[n+]1[O-]
LUMO level (alpha / beta): -0.05860 / -0.06125 Eh
E_HOMO (alpha / beta): -10.40 / -10.21 eV
Orbital gap (alpha / beta): 8.801 / 8.547 eV



(x)
Computed, not measured: a 2-piece molecular cluster, CN4O2 overall, with ωB97M-V/def2-TZVPD.

CARTESIAN COORDINATES (ANGSTROEM)
C1 0.707 -0.731 -1.493
N1 -1.665 0.807 0.473
N2 0.476 0.546 -0.985
N3 -1.911 0.037 1.247
N4 1.685 0.010 -0.930
O1 -2.005 -0.792 2.051
O2 2.713 0.123 -0.365

LUMO level: -0.03285 Eh
E_HOMO: -10.69 eV
Orbital gap: 9.799 eV



Which of them is least stable? Easy: (w).



(w)
Computed, not measured: one molecule with the formula C3H6N4S, with ωB97M-V/def2-TZVPD.

CARTESIAN COORDINATES (ANGSTROEM)
H1 -0.895 -0.548 1.452
N1 -0.734 0.376 1.050
C1 -0.035 0.336 0.003
N2 0.502 -0.781 -0.664
C2 0.387 -2.096 -0.360
S1 -0.385 -2.831 0.881
N3 0.331 1.509 -0.654
C3 -0.044 2.779 -0.230
N4 0.327 3.783 -0.893
H2 -0.029 4.636 -0.437
H3 1.040 -0.587 -1.498
H4 0.961 -2.723 -1.135
H5 0.889 1.479 -1.512
H6 -0.642 2.730 0.682

SMILES: [H]/N=C(\NC=S)N/C=N/[H]
LUMO level: -0.00056 Eh
E_HOMO: -8.94 eV
Orbital gap: 8.928 eV



(x)
Computed, not measured: one molecule with the formula C3H6N4S, with ωB97M-V/def2-TZVPD.

CARTESIAN COORDINATES (ANGSTROEM)
H1 -2.521 0.177 0.347
N1 -1.634 0.263 -0.210
C1 -0.634 -0.215 0.416
N2 -0.533 -0.776 1.741
S1 1.091 -0.748 2.359
C2 1.558 0.335 0.914
C3 0.622 -0.100 -0.233
N3 0.773 0.212 -1.509
N4 -0.077 0.057 -2.527
H2 -1.247 -0.734 2.690
H3 2.610 0.220 0.772
H4 1.030 1.461 1.216
H5 -1.220 -0.210 -2.492
H6 0.181 0.059 -3.483

SMILES: [H]/N=C1\NSC\C1=N\N
LUMO level: 0.01456 Eh
E_HOMO: -8.05 eV
Orbital gap: 8.451 eV



Which of them is least stable? Easy: (x).



(w)
Computed, not measured: a 2-piece molecular cluster, C3H10S overall, with ωB97M-V/def2-TZVPD.

CARTESIAN COORDINATES (ANGSTROEM)
C1 0.655 -0.914 -0.360
C2 1.192 -2.170 0.267
S1 3.000 -2.310 0.225
H1 0.770 -0.858 -1.435
H2 1.154 -0.040 0.063
H3 -0.404 -0.749 -0.114
H4 0.924 -2.326 1.322
H5 0.732 -3.069 -0.122
H6 3.137 -2.766 -1.028
C3 -2.244 3.060 0.203
H7 -2.118 2.010 0.473
H8 -2.938 3.460 0.940
H9 -2.578 3.139 -0.821
H10 -1.282 3.534 0.384

SMILES: CCS.C
LUMO level: 0.03532 Eh
E_HOMO: -9.10 eV
Orbital gap: 10.057 eV



(x)
Computed, not measured: a 2-piece molecular cluster, C3H10S overall, with ωB97M-V/def2-TZVPD.

CARTESIAN COORDINATES (ANGSTROEM)
C1 -0.579 -1.426 0.543
C2 -1.270 -0.660 -0.576
S1 -2.683 0.354 -0.036
H1 -1.273 -2.166 0.954
H2 -0.197 -0.835 1.374
H3 0.257 -1.986 0.127
H4 -0.578 0.031 -1.056
H5 -1.598 -1.383 -1.317
H6 -1.927 1.239 0.624
C3 1.963 1.372 -0.135
H7 2.160 0.553 -0.822
H8 1.390 0.979 0.703
H9 1.422 2.182 -0.607
H10 2.914 1.747 0.222

SMILES: CCS.C
LUMO level: 0.03359 Eh
E_HOMO: -9.02 eV
Orbital gap: 9.938 eV



Which of them is least stable? Easy: (w).